# 1
102
Properties=species:S:1:pos:R:3 method="wB97M-V/def2-TZVPD" lumo_ev="-8.602 / -9.028" charge=+2 e_tot_ev=-464728.461 multiplicity=5 homo_ev="-13.03 / -13.03" orbital_gap_ev="4.4257 / 3.9996"
Ag 1.467 -2.728 -4.642
Fe -0.438 1.238 -4.056
O 2.663 2.900 -1.839
H 2.452 2.897 -2.800
H 1.861 3.468 -1.367
H 2.656 1.883 -1.496
C 0.284 -0.983 -0.010
F 1.126 -1.649 0.712
F -0.729 -1.740 -0.274
F -0.160 0.072 0.624
S 1.156 -0.409 -1.536
O 2.262 0.386 -1.066
O 1.554 -1.615 -2.199
O 0.204 0.357 -2.309
C -3.332 4.131 -4.000
F -4.278 4.766 -4.614
F -2.218 4.820 -3.983
F -3.706 3.880 -2.736
S -3.008 2.523 -4.897
O -4.202 2.126 -5.528
O -1.847 2.749 -5.707
N -2.372 1.521 -3.692
S -3.411 0.897 -2.616
O -2.842 0.981 -1.300
O -4.778 1.230 -2.719
C -3.310 -0.909 -3.077
F -3.983 -1.645 -2.223
F -3.828 -1.107 -4.287
F -2.040 -1.310 -3.086
C 3.553 -3.338 -0.351
Cl 3.914 -4.418 -1.733
Cl 4.562 -1.908 -0.494
Cl 3.991 -4.216 1.126
H 2.498 -3.135 -0.364
C -1.367 -5.465 -2.473
C -2.233 -4.643 -3.457
C -1.183 -4.239 -4.517
O 0.117 -4.269 -3.865
C -0.105 -4.622 -2.459
H -1.177 -6.459 -2.885
H -1.750 -5.537 -1.461
H -2.548 -3.729 -2.940
H -3.066 -5.207 -3.857
H -1.368 -3.262 -4.988
H -1.287 -4.913 -5.381
H -0.314 -3.697 -1.904
H 0.778 -5.055 -1.997
C -3.775 -0.691 2.212
C -3.217 -1.789 3.146
C -2.159 -1.015 3.976
O -2.953 0.170 4.244
C -3.549 0.610 3.040
H -4.814 -0.738 1.906
H -3.166 -0.590 1.319
H -2.826 -2.637 2.587
H -3.937 -2.207 3.853
H -1.234 -0.790 3.431
H -1.919 -1.475 4.927
H -2.944 1.393 2.521
H -4.461 1.155 3.332
C 6.008 2.744 1.607
C 4.848 2.416 2.530
C 3.752 2.108 1.491
O 3.919 3.155 0.528
C 5.328 3.460 0.419
H 6.557 1.838 1.328
H 6.794 3.329 2.090
H 4.534 3.272 3.130
H 4.938 1.552 3.191
H 2.759 2.164 1.942
H 3.837 1.130 1.010
H 5.403 4.546 0.497
H 5.762 3.127 -0.528
C -0.813 4.747 1.057
C -1.550 4.739 -0.295
C -0.422 4.610 -1.277
O 0.520 3.725 -0.617
C 0.366 3.805 0.812
H -1.510 4.455 1.837
H -0.479 5.773 1.202
H -2.202 5.600 -0.422
H -2.210 3.869 -0.415
H 0.098 5.566 -1.442
H -0.706 4.241 -2.265
H 1.287 4.266 1.167
H 0.201 2.832 1.266
Br 0.635 -5.653 1.058
C 0.338 -4.459 2.558
C -0.124 -5.237 3.762
Br -0.165 -4.084 5.339
H -0.454 -3.789 2.222
H 1.220 -3.852 2.739
H 0.530 -6.055 4.044
H -1.116 -5.665 3.664
Br 0.116 1.433 5.857
C 1.128 1.037 4.242
C 2.100 -0.087 4.521
Br 2.948 -0.689 2.866
H 1.638 1.947 3.945
H 0.455 0.746 3.440
H 1.569 -0.922 4.964
H 2.901 0.243 5.169

# 2
18
Properties=species:S:1:pos:R:3 method="wB97M-V/def2-TZVPD" lumo_ev=0.965 relative_energy_kj_mol=911.59 charge=0 smiles="C=C[C@H]1NC[C@H]2N[C@H]12" e_tot_ev=-9354.989 homo_ev=-8.26 orbital_gap_ev=9.2222
C -0.344 -1.205 -2.599
C -0.645 -1.236 -1.247
C -0.310 0.059 -0.573
N -1.288 0.597 0.351
C -0.652 0.864 1.689
C 0.885 1.081 1.343
N 2.066 0.220 0.974
C 0.727 -0.299 0.583
H 0.149 -0.077 -2.865
H -0.298 -1.930 -3.440
H -0.790 -2.527 -0.949
H 0.006 0.895 -1.292
H -1.705 1.598 0.037
H -0.850 -0.256 1.993
H -0.968 1.780 2.496
H 0.920 1.936 0.840
H 2.639 -0.444 1.480
H 0.458 -1.057 1.179

# 3
84
Properties=species:S:1:pos:R:3 method="wB97M-V/def2-TZVPD" lumo_ev=0.108 relative_energy_kj_mol=0.00 charge=0 e_tot_ev=-61013.870 homo_ev=-7.48 orbital_gap_ev=7.5856
O -1.114 -1.851 -1.516
O 0.818 1.764 -5.256
C -0.346 -2.982 -2.023
C -1.101 -4.252 -1.723
H 0.618 -2.974 -1.492
H -0.134 -2.883 -3.099
H -1.221 -4.392 -0.643
H -0.542 -5.100 -2.113
H -2.088 -4.254 -2.194
C -1.787 -0.999 -2.428
C -1.622 -1.140 -3.946
H -1.529 0.025 -2.130
H -2.846 -1.114 -2.162
H -0.763 -0.550 -4.287
H -2.531 -0.750 -4.418
H -1.553 -2.174 -4.276
C 0.412 2.636 -4.212
C 2.142 1.303 -5.017
C -1.023 3.068 -4.371
H 1.053 3.534 -4.185
H 0.518 2.087 -3.252
H -1.293 3.314 -5.398
H -1.192 3.950 -3.759
H -1.703 2.289 -4.021
C 2.725 0.636 -6.257
H 2.065 0.546 -4.209
H 2.812 2.134 -4.716
H 2.164 -0.267 -6.543
H 3.756 0.340 -6.029
H 2.749 1.324 -7.116
H 0.995 0.055 -0.322
Mg -0.535 -0.536 1.401
C 1.917 -0.437 -0.629
Si 3.104 0.423 0.511
H 1.886 -1.530 -0.498
H 2.103 -0.095 -1.668
C 4.596 -0.417 -0.251
C 3.271 0.277 2.398
C 2.904 2.226 0.075
C -2.232 -1.577 1.237
Si -3.449 -0.187 1.201
H -2.244 -2.217 2.127
H -2.145 -2.217 0.351
C -4.969 -0.752 0.283
C -2.854 1.388 0.377
C -3.876 0.201 3.001
H 2.367 2.331 -0.879
H 3.914 2.637 -0.058
H 2.374 2.818 0.834
H 4.476 -1.508 -0.105
H 5.506 -0.037 0.240
H 4.562 -0.165 -1.327
H 3.125 -0.739 2.788
H 2.618 0.934 2.992
H 4.312 0.555 2.657
H -3.636 1.729 -0.329
H -1.927 1.305 -0.221
H -2.704 2.216 1.094
H -4.767 0.848 3.055
H -3.054 0.691 3.548
H -4.116 -0.743 3.516
H -5.847 -0.158 0.566
H -5.163 -1.802 0.535
H -4.829 -0.674 -0.803
F -0.723 4.744 3.322
C -0.468 3.414 3.564
C -0.377 2.532 2.476
C -0.180 1.210 2.768
C 0.062 0.720 4.052
C -0.104 1.672 5.097
F -0.179 1.228 6.400
C -0.342 3.011 4.888
C 0.454 -0.695 4.233
C 0.944 -1.204 5.443
C 1.367 -2.541 5.516
C 1.261 -3.327 4.383
C 0.767 -2.784 3.209
N 0.403 -1.485 3.130
H -0.497 2.923 1.457
H -0.446 3.699 5.727
H 0.971 -0.551 6.291
H 1.746 -2.918 6.459
H 1.564 -4.385 4.389
H 0.647 -3.375 2.290

# 4
90
Properties=species:S:1:pos:R:3 method="wB97M-V/def2-TZVPD" lumo_ev="-2.471 / -5.445" relative_energy_kj_mol=0.00 charge=+1 e_tot_ev=-92914.128 multiplicity=5 homo_ev="-7.53 / -9.16" orbital_gap_ev="5.0555 / 3.7174"
C 5.404 0.065 4.568
O 6.554 0.573 3.935
C 6.289 1.355 2.764
C 5.818 0.771 1.578
C 5.477 1.623 0.361
C 5.857 3.092 0.473
C 6.325 3.617 1.667
C 6.562 2.780 2.804
Fe 7.526 1.930 1.111
C 8.016 1.148 -0.523
O 8.271 0.664 -1.522
C 8.828 0.821 1.948
O 9.607 0.151 2.439
C 8.826 3.294 0.901
O 9.584 4.134 0.781
H 5.713 -0.665 5.317
H 4.881 0.886 5.060
H 4.751 -0.410 3.838
H 5.660 -0.307 1.550
H 5.836 1.165 -0.584
H 4.369 1.594 0.254
H 5.685 3.751 -0.378
H 6.544 4.686 1.739
H 6.987 3.193 3.719
C -4.479 2.558 2.803
C -3.734 2.607 1.466
C -3.056 3.961 1.240
C -4.648 2.252 0.313
C -5.753 3.033 0.036
C -6.599 2.723 -1.009
C -6.344 1.619 -1.798
C -5.240 0.819 -1.566
C -5.023 -0.450 -2.359
C -5.376 -0.298 -3.843
C -5.770 -1.620 -1.715
C -4.375 1.129 -0.494
N -3.267 0.275 -0.192
P -1.897 0.123 -1.267
H -1.183 0.902 -0.348
N -1.317 -1.275 -0.393
C -0.295 -2.126 -0.921
C 0.955 -2.221 -0.278
C 1.257 -1.376 0.942
C 2.396 -0.391 0.666
C 1.543 -2.248 2.168
C 1.910 -3.087 -0.775
C 1.652 -3.868 -1.884
C 0.427 -3.789 -2.513
C -0.552 -2.924 -2.059
C -1.930 -2.918 -2.683
C -2.823 -3.971 -2.024
C -1.898 -3.072 -4.208
C -2.131 -1.523 0.729
C -3.189 -0.682 0.839
H -4.950 1.586 2.958
H -3.811 2.745 3.645
H -5.267 3.311 2.838
H -2.941 1.840 1.496
H -2.514 3.979 0.293
H -3.793 4.765 1.209
H -2.348 4.196 2.037
H -5.959 3.891 0.654
H -7.463 3.336 -1.206
H -7.019 1.367 -2.597
H -3.944 -0.664 -2.304
H -4.908 0.591 -4.272
H -5.049 -1.161 -4.425
H -6.454 -0.205 -3.983
H -5.425 -1.798 -0.695
H -6.839 -1.411 -1.665
H -5.640 -2.542 -2.282
H 0.350 -0.785 1.155
H 2.170 0.242 -0.193
H 2.584 0.258 1.523
H 3.322 -0.922 0.445
H 0.721 -2.940 2.362
H 2.443 -2.845 2.020
H 1.693 -1.646 3.066
H 2.865 -3.157 -0.282
H 2.404 -4.546 -2.254
H 0.222 -4.417 -3.362
H -2.357 -1.926 -2.467
H -2.938 -3.783 -0.955
H -3.816 -3.994 -2.472
H -2.388 -4.965 -2.134
H -1.192 -2.374 -4.662
H -1.600 -4.081 -4.495
H -2.879 -2.889 -4.650
H -1.954 -2.362 1.384
H -3.956 -0.767 1.592